[1]
DFT (ωB97M-V/def2-TZVPD) results for a structure of composition C40H33CoN5O6PS.

Structure (XYZ):
```
87
C40H33CoN5O6PS (ωB97M-V/def2-TZVPD)
Co -0.44 0.27 0.37
N -5.91 -4.31 7.54
C -5.22 -3.89 6.72
C -4.36 -3.35 5.69
C -4.21 -1.98 5.55
C -3.36 -1.47 4.58
C -2.69 -2.33 3.72
C -2.86 -3.70 3.84
C -3.68 -4.22 4.83
C -1.80 -1.74 2.68
C -0.78 -0.91 3.13
C -0.28 -0.83 4.47
C 0.78 0.04 4.44
C 0.88 0.49 3.10
N -0.04 -0.06 2.32
C -2.11 -2.01 1.34
C -3.20 -2.78 0.83
C -3.13 -2.69 -0.54
C -2.00 -1.87 -0.83
N -1.40 -1.47 0.28
H -4.76 -1.31 6.20
H -3.24 -0.40 4.44
H -2.34 -4.37 3.17
H -3.81 -5.29 4.95
H -0.63 -1.40 5.31
H 1.42 0.33 5.26
H 1.62 1.16 2.68
H -3.94 -3.30 1.41
H -3.78 -3.14 -1.27
H -1.62 -1.57 -1.79
O 3.67 -0.19 -1.32
S 2.81 0.25 -0.24
O 3.08 -0.31 1.06
O 1.38 0.22 -0.67
C 3.16 1.99 0.01
C 4.52 2.31 0.05
C 4.93 3.61 0.32
C 3.98 4.60 0.54
C 2.63 4.28 0.51
C 2.20 2.97 0.27
P 0.38 2.61 0.15
C 0.19 3.43 -1.50
C -0.27 4.73 -1.67
C -0.39 5.28 -2.94
C -0.03 4.54 -4.05
C 0.46 3.25 -3.89
C 0.57 2.70 -2.62
C -0.36 3.77 1.35
C -1.66 4.24 1.18
C -2.32 4.91 2.20
C -1.70 5.11 3.42
C -0.41 4.63 3.62
C 0.25 3.97 2.59
H 5.24 1.53 -0.14
H 5.98 3.85 0.35
H 4.28 5.62 0.74
H 1.90 5.06 0.68
H -0.55 5.33 -0.81
H -0.76 6.30 -3.06
H -0.14 4.96 -5.05
H 0.74 2.66 -4.75
H 0.93 1.69 -2.49
H -2.18 4.07 0.24
H -3.34 5.26 2.04
H -2.22 5.61 4.23
H 0.07 4.75 4.58
H 1.25 3.60 2.76
C -3.87 2.88 -2.90
N -3.71 2.32 -1.57
C -4.63 2.55 -0.60
C -4.46 2.13 0.66
C -3.20 1.48 1.03
O -2.93 1.20 2.20
N -2.32 1.23 0.00
C -2.56 1.56 -1.28
O -1.80 1.24 -2.20
H -4.85 2.62 -3.31
H -3.09 2.47 -3.53
H -3.77 3.97 -2.88
H -5.51 3.11 -0.91
H -5.21 2.28 1.42
C 1.74 -3.68 -0.18
O 1.29 -2.52 0.48
H 0.91 -4.29 -0.55
H 2.37 -4.31 0.46
H 2.34 -3.36 -1.03
H 1.00 -2.73 1.37
```

- ⟨S²⟩: 3.76
- Kohn-Sham gap (alpha / beta): 6.6 / 6.5 eV
- E_LUMO (alpha / beta): 0.0643 / 0.0626 Eh
- Calculated total energy: -119506.3677 eV
- HOMO level (alpha / beta): -4.8 / -4.8 eV
- 2S+1: 4
- Net charge: -1

=====

[2]
DFT (ωB97M-V/def2-TZVPD) results for a structure of composition C40H34As2HfN2O2 in a non-equilibrium geometry.

Structure (XYZ):
```
81
C40H34As2HfN2O2 (ωB97M-V/def2-TZVPD)
Hf 0.27 -0.92 0.50
O -0.87 -2.41 0.71
C -1.69 -2.75 1.76
C -2.66 -3.71 1.56
C -3.51 -4.05 2.60
C -3.40 -3.44 3.85
C -2.39 -2.54 4.07
C -1.50 -2.18 3.04
C -0.33 -1.42 3.43
N 0.54 -0.98 2.56
N 1.80 -0.50 2.98
C 2.60 -0.37 1.97
O 2.16 -0.60 0.69
C 4.02 -0.07 2.16
C 4.54 0.12 3.44
C 5.89 0.33 3.61
C 6.74 0.34 2.50
C 6.22 0.17 1.22
C 4.86 -0.04 1.05
H -2.74 -4.17 0.59
H -4.26 -4.82 2.44
H -4.08 -3.70 4.65
H -2.26 -2.09 5.05
H -0.09 -1.32 4.48
H 3.87 0.10 4.30
H 6.30 0.48 4.60
H 7.80 0.48 2.64
H 6.88 0.18 0.37
H 4.45 -0.18 0.06
C -1.33 1.67 -1.54
C -0.98 0.62 -2.59
As 0.52 -0.58 -2.15
C 1.99 0.66 -2.40
C 2.90 0.47 -3.43
C 3.98 1.34 -3.57
C 4.15 2.38 -2.67
C 3.24 2.58 -1.64
C 2.16 1.71 -1.51
C 0.50 -1.72 -3.66
C 0.43 -3.09 -3.46
C 0.30 -3.94 -4.55
C 0.23 -3.40 -5.83
C 0.30 -2.03 -6.02
C 0.44 -1.18 -4.94
As -1.39 1.17 0.37
C -1.68 2.90 1.09
C -0.65 3.56 1.74
C -0.83 4.88 2.14
C -2.03 5.52 1.87
C -3.06 4.85 1.21
C -2.89 3.53 0.82
C -3.09 0.26 0.53
C -3.48 -0.69 -0.41
C -4.69 -1.35 -0.25
C -5.50 -1.07 0.85
C -5.09 -0.15 1.80
C -3.88 0.52 1.65
H -2.31 2.10 -1.72
H -0.62 2.49 -1.57
H -0.68 1.11 -3.51
H -1.83 0.00 -2.83
H 2.79 -0.36 -4.11
H 4.69 1.19 -4.37
H 5.00 3.05 -2.77
H 3.37 3.39 -0.94
H 1.47 1.88 -0.69
H 0.49 -3.51 -2.46
H 0.25 -5.01 -4.41
H 0.10 -4.06 -6.68
H 0.26 -1.62 -7.02
H 0.51 -0.11 -5.09
H 0.29 3.06 1.95
H -0.03 5.40 2.65
H -2.17 6.55 2.18
H -3.99 5.35 1.01
H -3.69 3.01 0.31
H -2.86 -0.93 -1.25
H -5.01 -2.07 -0.99
H -6.45 -1.58 0.96
H -5.71 0.07 2.66
H -3.56 1.24 2.39
```

- Kohn-Sham gap: 6.7 eV
- E_LUMO: -0.2521 Eh
- Calculated total energy: -172078.5346 eV
- HOMO level: -13.5 eV
- Net charge: +2
- Energy above the lowest of the compared OMol25 structures with the same formula, charge and spin: 96.1 kJ/mol

=====

[3]
DFT (ωB97M-V/def2-TZVPD) results for a structure of composition C40H34AsF6IN9O3Sn in a non-equilibrium geometry.

Structure (XYZ):
```
95
C40H34AsF6IN9O3Sn (ωB97M-V/def2-TZVPD)
Sn 0.35 -0.50 0.75
C -3.35 -3.74 2.10
C -2.47 -3.16 1.19
N -1.23 -2.88 1.54
C -0.82 -3.20 2.77
C -1.70 -3.79 3.66
N -2.96 -4.05 3.32
C 0.60 -2.93 3.07
C 1.18 -3.30 4.28
C 2.51 -3.00 4.53
C 3.25 -2.42 3.50
C 2.63 -2.13 2.31
N 1.32 -2.32 2.11
C 3.37 -1.55 1.16
C 4.76 -1.61 1.02
N 5.38 -1.00 0.01
C 4.63 -0.38 -0.89
C 3.25 -0.38 -0.81
N 2.64 -0.96 0.23
C 3.12 -3.29 5.84
C 3.97 -2.36 6.44
C 4.50 -2.66 7.69
N 4.23 -3.79 8.33
C 3.43 -4.68 7.76
C 2.85 -4.47 6.52
H -4.38 -3.94 1.84
H -2.77 -2.89 0.19
H -1.41 -4.07 4.67
H 0.59 -3.78 5.04
H 4.30 -2.20 3.65
H 5.39 -2.14 1.72
H 5.15 0.13 -1.70
H 2.61 0.08 -1.55
H 4.19 -1.42 5.96
H 5.16 -1.96 8.19
H 3.25 -5.59 8.32
H 2.21 -5.24 6.08
C -0.31 6.29 -4.19
O -0.35 4.92 -3.80
C -1.20 4.09 -4.46
C -2.00 4.45 -5.52
C -2.86 3.51 -6.09
C -2.93 2.23 -5.58
C -2.13 1.86 -4.51
C -1.25 2.78 -3.95
N -0.43 2.56 -2.82
C -0.22 1.45 -2.07
N -0.20 0.31 -2.76
C -0.12 -1.04 -2.41
C 0.12 -1.61 -1.19
C 0.23 -2.97 -0.95
C 0.08 -3.82 -2.03
C -0.16 -3.31 -3.30
C -0.26 -1.94 -3.50
O -0.52 -1.34 -4.68
C -0.85 -2.16 -5.81
N 0.15 1.58 -0.79
C -0.11 2.78 -0.19
C 0.91 3.40 0.56
C 0.69 4.59 1.19
C -0.60 5.20 1.15
C -1.62 4.64 0.45
C -1.42 3.44 -0.25
O -2.34 2.84 -0.95
C -3.66 3.42 -1.05
H 0.36 6.78 -3.49
H -1.30 6.75 -4.11
H 0.07 6.40 -5.20
H -1.97 5.45 -5.92
H -3.49 3.80 -6.92
H -3.61 1.51 -6.01
H -2.24 0.87 -4.09
H -0.09 3.43 -2.42
H -0.31 0.42 -3.77
H 0.44 -3.36 0.03
H 0.17 -4.89 -1.89
H -0.24 -3.98 -4.14
H -1.16 -1.47 -6.58
H -1.66 -2.84 -5.56
H 0.02 -2.71 -6.15
H 1.88 2.93 0.58
H 1.50 5.07 1.72
H -0.77 6.12 1.69
H -2.59 5.11 0.44
H -4.23 2.73 -1.66
H -3.60 4.40 -1.54
H -4.12 3.51 -0.07
F -2.37 -0.40 0.12
As -3.04 0.35 1.61
F -1.77 1.55 1.33
F -4.15 1.20 0.63
F -3.49 1.13 3.05
F -4.10 -0.96 1.79
F -1.78 -0.58 2.46
I 1.29 1.08 2.70
```

- ⟨S²⟩: 0.77
- Kohn-Sham gap (alpha / beta): 6.1 / 4.8 eV
- E_LUMO (alpha / beta): -0.2575 / -0.3028 Eh
- Calculated total energy: -152649.8434 eV
- HOMO level (alpha / beta): -13.1 / -13.0 eV
- 2S+1: 2
- Net charge: +2
- Energy above the lowest of the compared OMol25 structures with the same formula, charge and spin: 105.8 kJ/mol